(1)
DFT (wB97M-V/def2-TZVPD) results for a cluster of 11 separate species, C99H209N11O11 in total.

Output
* HOMO energy: -0.285 Eh
* max |F|: 4.9 eV/Å
* SMILES string: CC1(C)CCCC(C)(C)N1O.CC1(C)CCCC(C)(C)N1O.CC1(C)CCCC(C)(C)N1O.CC1(C)CCCC(C)(C)N1O.CC1(C)CCCC(C)(C)N1O.CC1(C)CCCC(C)(C)N1O.CC1(C)CCCC(C)(C)N1O.CC1(C)CCCC(C)(C)N1O.CC1(C)CCCC(C)(C)N1O.CC1(C)CCCC(C)(C)N1O.CC1(C)CCCC(C)(C)N1O
* ΔE to the lowest compared entry with this formula, charge and spin: 11.521 eV
* Kohn-Sham gap: 7.979 eV

```
330
Properties=species:S:1:pos:R:3:mulliken_charge:R:1
C -1.80922 7.67399 7.14426 -2.1348
C -2.96164 7.65000 6.22432 2.0062
C -2.75795 8.81899 5.26968 -1.6058
C -2.83181 6.29455 5.53927 0.1220
C -3.99365 5.88279 4.61413 -0.7228
C -5.29463 5.96115 5.37055 -1.2543
C -5.58416 7.25410 6.19025 1.4098
C -6.08534 8.39961 5.21634 -1.6321
C -6.68989 6.97517 7.31243 -1.8360
N -4.33490 7.73176 6.90133 0.1738
O -4.44659 8.68396 7.87826 -0.4493
H -1.67784 8.64494 7.62186 0.4376
H -1.93065 7.00229 7.99407 0.4676
H -0.85398 7.35869 6.72448 0.2626
H -3.16995 9.70696 5.74911 0.4100
H -1.69014 8.90803 5.06980 0.3809
H -3.23140 8.69365 4.29590 0.0862
H -1.90309 6.24900 4.97049 -0.4018
H -2.71713 5.53159 6.30922 0.0692
H -4.07832 6.49446 3.71591 0.2409
H -3.90090 4.86423 4.23728 0.5073
H -5.51977 5.11810 6.02375 0.2113
H -6.11403 5.88475 4.65581 0.4855
H -6.35375 9.26369 5.82414 0.3912
H -7.05061 8.16418 4.76810 0.4674
H -5.40609 8.64084 4.39871 0.2991
H -7.52269 6.37494 6.94599 0.4026
H -6.89844 7.82467 7.96278 0.3519
H -6.30935 6.20716 7.98583 0.4669
H -4.69748 9.44195 7.34525 0.3813
C -3.52669 -2.83774 6.47600 -1.9352
C -2.77921 -1.50201 7.08188 1.4999
C -2.19376 -1.70961 8.44134 -1.6322
C -1.69708 -1.19164 5.96713 -1.8433
C -1.03986 0.12905 5.97764 -0.1336
C -2.21437 1.09801 5.68107 -0.8881
C -3.33637 1.04604 6.77471 1.8596
C -2.83073 1.80451 7.93112 -1.5691
C -4.44740 1.82466 6.09836 -1.7562
N -3.74886 -0.39775 6.97783 0.5926
O -4.83863 -0.59474 7.82212 -0.5505
H -3.95986 -2.61063 5.50189 0.3882
H -2.83452 -3.66504 6.31925 0.3680
H -4.28653 -3.16296 7.18662 0.5004
H -1.67080 -0.83230 8.82205 0.2640
H -2.84509 -2.20672 9.16019 0.3634
H -1.35219 -2.38790 8.30074 0.4031
H -0.88066 -1.91254 6.01020 0.7778
H -2.08767 -1.26567 4.95221 0.2411
H -0.64026 0.37515 6.96143 0.4399
H -0.17582 0.14423 5.31334 0.0686
H -2.51426 0.98329 4.63943 0.5345
H -1.81501 2.11152 5.71875 -0.2310
H -1.97329 1.39530 8.46539 0.2432
H -3.71582 1.75328 8.56523 0.4932
H -2.71962 2.87116 7.73615 0.1801
H -5.13326 2.25370 6.82885 0.3614
H -4.90124 1.09149 5.43159 0.5207
H -4.12054 2.75419 5.63226 0.0989
H -5.61549 -0.73006 7.27460 0.3410
C -0.18832 -2.11581 0.91546 -1.7770
C 0.04632 -1.13456 -0.17784 2.7265
C 0.78135 -1.86916 -1.33557 -1.9596
C -1.33034 -0.53483 -0.57745 -2.1063
C -1.92666 0.45538 0.46016 -1.0736
C -0.85740 1.64341 0.62730 -1.5137
C 0.52923 1.23533 1.07108 1.9857
C 1.52421 2.39894 0.71727 -2.2548
C 0.53893 0.96942 2.60661 -1.7485
N 0.88420 -0.02650 0.36495 1.1733
O 2.13497 -0.53472 0.65044 -0.5983
H -0.72663 -3.05667 0.80098 0.3398
H 0.77754 -2.50437 1.23832 0.6297
H -0.71929 -1.62925 1.73364 -0.2245
H 1.48642 -2.62897 -0.99843 0.4343
H 0.19973 -2.16383 -2.20906 0.3355
H 1.47891 -1.15185 -1.76799 0.1732
H -1.22332 0.14419 -1.42337 0.2962
H -2.21095 -1.07280 -0.92845 0.7420
H -2.87618 0.89960 0.16155 0.5852
H -2.15221 -0.14241 1.34327 0.1906
H -1.28161 2.33939 1.35101 0.5408
H -1.01030 2.25829 -0.25962 0.3861
H 2.57938 2.13051 0.76884 0.5769
H 1.51805 3.20195 1.45432 0.1948
H 1.42217 2.72379 -0.31818 0.5531
H 1.42242 0.55525 3.09242 0.4274
H -0.24203 0.24940 2.85111 0.0160
H 0.14498 1.79286 3.20232 0.3430
H 2.67507 0.17854 0.30238 0.4763
C -3.64824 -5.64281 2.92635 -1.9603
C -2.91542 -6.98814 2.82211 1.8799
C -3.68814 -8.06897 3.61833 -1.7813
C -2.90191 -7.32067 1.36814 -1.3572
C -1.95834 -8.49656 1.03987 -0.8432
C -0.52630 -8.08983 1.45887 -1.2424
C -0.35237 -7.57755 2.89024 1.8272
C -0.32448 -8.89359 3.69352 -1.7814
C 0.91632 -6.80391 2.98677 -1.9083
N -1.52042 -6.70720 3.30616 0.4908
O -1.57118 -6.42004 4.63296 -0.5650
H -3.62974 -5.16859 3.90761 0.3487
H -3.44852 -4.87387 2.18006 0.2948
H -4.71479 -5.81591 2.78278 0.4412
H -3.63654 -7.84837 4.68453 0.4031
H -4.73659 -8.16344 3.33559 0.4782
H -3.46961 -9.11515 3.40422 0.3309
H -3.92753 -7.62460 1.15878 0.5053
H -2.47874 -6.61360 0.65464 0.1918
H -2.13006 -9.39351 1.63491 0.4419
H -1.90565 -8.72696 -0.02420 0.4705
H -0.32223 -7.26420 0.77712 0.1779
H 0.17990 -8.86790 1.16904 0.5531
H 0.32999 -9.66439 3.28653 0.3353
H -1.34866 -9.24173 3.82753 0.3803
H -0.01962 -8.62893 4.70600 0.3734
H 0.73069 -5.82427 2.54638 0.3508
H 1.73723 -7.33173 2.50136 0.4083
H 1.25353 -6.65830 4.01302 0.4310
H -0.88023 -5.75736 4.70400 0.3920
C -1.60857 5.88561 -0.21714 -1.6874
C -0.62431 6.91483 -0.86030 1.9896
C -0.22212 6.41242 -2.24704 -1.9466
C -1.43345 8.27425 -1.11368 -1.4877
C -1.63194 9.13809 0.01759 -0.3908
C -0.33611 9.34022 0.82665 -1.3101
C 0.39935 8.03579 1.22773 1.7111
C 1.73760 8.44031 1.88536 -1.9994
C -0.38574 7.32536 2.37504 -0.6235
N 0.56971 7.12074 0.04736 0.0033
O 1.45153 5.99437 0.16212 -0.0195
H -2.38146 6.08795 0.52435 0.2859
H -2.28915 5.48489 -0.96837 0.5524
H -0.97888 5.06410 0.12448 0.2112
H 0.36761 5.51834 -2.04471 0.2994
H -1.11482 6.25893 -2.85336 0.3808
H 0.54751 6.96251 -2.78850 0.4446
H -0.98179 8.80154 -1.95396 0.4761
H -2.42644 7.96494 -1.43986 0.4444
H -2.00048 10.05884 -0.43464 0.3764
H -2.23324 8.60803 0.75622 0.1100
H -0.60400 9.80121 1.77735 0.3574
H 0.23576 10.14084 0.35753 0.3990
H 2.31109 9.13365 1.27015 0.4574
H 2.29148 7.55807 2.20624 0.2848
H 1.57660 8.79835 2.90222 0.3976
H -1.45234 7.23063 2.17136 -0.2238
H -0.28630 7.93216 3.27505 0.5293
H 0.10885 6.36746 2.53601 -0.2514
H 2.26262 6.26764 -0.27268 0.2379
C 3.30306 5.31191 4.36508 -2.1113
C 2.44552 4.52886 5.36167 1.9903
C 0.91456 4.78305 5.04266 0.5296
C 2.95474 3.09178 5.03367 -1.5084
C 2.47083 1.97767 6.05422 0.7620
C 2.90793 2.51756 7.44933 -1.8953
C 2.42586 4.01283 7.92011 1.6301
C 0.88465 3.89770 8.14808 -1.1014
C 3.10704 4.41897 9.27170 -1.8669
N 2.80908 4.88087 6.77777 0.1960
O 2.69217 6.18514 6.97239 -0.3978
H 3.00696 6.35827 4.29053 0.4999
H 4.33763 5.41720 4.69171 0.4592
H 3.24149 5.01125 3.31917 0.3413
H 0.87883 5.17868 4.02762 -0.2633
H 0.34516 3.86286 5.17357 -0.4647
H 0.62294 5.46486 5.84152 -0.2247
H 2.78263 2.82871 3.98999 0.0244
H 3.99553 3.15458 5.35135 0.6360
H 1.40051 1.81617 6.18246 -0.8400
H 3.01963 1.04166 5.95032 0.7577
H 3.99344 2.49171 7.54476 0.3737
H 2.55887 1.76307 8.15432 0.4438
H 0.42322 3.20845 7.44089 -0.1838
H 0.50641 4.90112 7.95271 0.0908
H 0.67511 3.44782 9.11854 0.5579
H 4.14811 4.60390 9.00701 0.4020
H 3.04978 3.62590 10.01726 0.4073
H 2.60648 5.37941 9.39456 0.4538
H 3.59535 6.39214 7.22341 0.3656
C 5.91689 2.83815 -5.04765 -1.9876
C 5.98134 2.48514 -3.55617 2.0419
C 7.26873 3.14151 -3.00372 -1.8329
C 4.79177 3.06720 -2.95003 -1.3735
C 4.52140 2.60481 -1.48514 -1.1559
C 4.50011 1.12179 -1.51052 -1.1134
C 5.65125 0.37240 -2.15735 2.1123
C 6.78826 0.55773 -1.15601 -2.1096
C 4.96285 -1.05896 -2.28917 -1.8778
N 5.89581 1.03397 -3.43551 1.2612
O 7.00176 0.36088 -4.14940 -0.6454
H 6.69497 2.35039 -5.63483 0.4447
H 4.99828 2.46159 -5.49759 0.3311
H 5.84007 3.91322 -5.21020 0.4868
H 7.17896 3.39675 -1.94783 0.3250
H 8.13983 2.48716 -2.97032 0.3148
H 7.54172 4.05331 -3.53493 0.4404
H 4.96071 4.13982 -3.04513 0.5945
H 3.86636 2.80792 -3.46432 -0.1328
H 5.35583 3.06784 -0.95841 0.3146
H 3.64605 3.15227 -1.13564 0.1961
H 3.56592 0.89969 -2.02634 0.2976
H 4.17786 0.68732 -0.56421 0.5350
H 6.91746 -0.15737 -0.34359 0.4204
H 6.86491 1.50349 -0.61959 0.2961
H 7.70493 0.43770 -1.73343 0.4836
H 4.81277 -1.48776 -1.29836 0.4556
H 5.54421 -1.89747 -2.67259 0.3943
H 4.02310 -0.97922 -2.83564 0.2626
H 6.60426 0.17647 -5.00357 0.2962
C 4.37475 -7.98106 -4.33136 -1.4057
C 5.75406 -7.46917 -4.77729 1.3562
C 6.82123 -7.94390 -3.80082 -1.5119
C 5.85701 -8.20223 -6.21640 -1.1648
C 6.85343 -7.58223 -7.16291 -0.9284
C 6.57899 -6.06959 -7.20610 -1.1909
C 6.53350 -5.28319 -5.82683 1.8753
C 7.94668 -4.94038 -5.15188 -1.5788
C 5.71610 -3.94096 -6.18415 -2.1144
N 5.62315 -6.00722 -4.88628 0.9025
O 5.64630 -5.37874 -3.67352 -0.5870
H 3.65277 -7.52941 -5.01170 -0.1785
H 4.25465 -9.06041 -4.23829 0.4266
H 4.20045 -7.51980 -3.35926 0.3888
H 7.77114 -7.41275 -3.86128 0.2004
H 6.55477 -7.58668 -2.80609 0.3686
H 6.91724 -9.02958 -3.78709 0.3758
H 6.15329 -9.24326 -6.08770 0.5154
H 4.96534 -8.23891 -6.84225 0.3141
H 7.90150 -7.67848 -6.87939 0.3895
H 6.80656 -7.87036 -8.21309 0.4088
H 5.68789 -5.89800 -7.80991 0.3621
H 7.49304 -5.71060 -7.67912 0.4639
H 8.57127 -4.28030 -5.75378 0.4500
H 8.62534 -5.71922 -4.80411 0.3074
H 7.79639 -4.25868 -4.31475 0.3213
H 4.67758 -4.07896 -6.48502 0.1882
H 6.21923 -3.44571 -7.01463 0.5137
H 5.81980 -3.35329 -5.27201 0.1598
H 4.99686 -4.69200 -3.84150 0.3590
C 2.95334 -1.89233 -7.57385 -1.5190
C 3.48809 -0.37045 -7.60021 1.2195
C 5.08891 -0.53907 -7.45944 -1.4835
C 3.17868 0.10677 -9.09394 -1.5323
C 1.76992 0.57964 -9.23172 -0.5406
C 1.72087 1.76288 -8.28960 -1.4871
C 1.82917 1.44668 -6.74964 1.7432
C 1.91192 2.81736 -5.94997 -1.8319
C 0.48410 0.66708 -6.34065 -1.7399
N 3.05970 0.58054 -6.61727 0.2737
O 3.35275 0.18778 -5.28097 0.3203
H 3.72871 -2.53977 -7.98342 0.5632
H 2.74812 -2.32530 -6.59481 0.2843
H 2.04980 -2.05341 -8.16187 0.2656
H 5.36733 -1.16193 -6.60936 -0.2487
H 5.34261 -1.13857 -8.33371 0.6913
H 5.60121 0.41948 -7.54213 0.3023
H 3.72310 0.96802 -9.48117 0.4085
H 3.71049 -0.59460 -9.73687 0.4400
H 1.48442 0.89140 -10.23641 0.4406
H 1.10826 -0.24052 -8.95306 0.3063
H 0.77457 2.16845 -8.64754 0.4678
H 2.57481 2.39689 -8.52819 0.4295
H 2.90178 3.06729 -5.56811 0.2754
H 1.39058 2.59635 -5.01860 0.3906
H 1.54062 3.66747 -6.52228 0.3882
H -0.46576 1.07042 -6.69162 0.3474
H 0.40143 0.36163 -5.29759 0.4126
H 0.68233 -0.34464 -6.69453 0.3761
H 4.01652 0.80419 -4.96311 0.0326
C -6.41961 -1.55275 -4.77766 -1.5464
C -5.93466 -0.65373 -3.61655 1.8144
C -4.43616 -0.32177 -3.62242 -2.0348
C -6.70381 0.62199 -3.71776 -1.4843
C -8.16855 0.59622 -3.38660 -0.7594
C -8.20748 0.28129 -1.91579 -1.5444
C -7.58078 -1.05783 -1.45428 1.7744
C -7.36360 -0.87422 0.06476 -1.6744
C -8.43259 -2.19454 -1.87279 -1.8452
N -6.30837 -1.21387 -2.22343 0.5299
O -5.65051 -2.36322 -1.86082 -0.3880
H -7.46196 -1.85600 -4.87591 0.2809
H -5.96566 -1.19539 -5.70196 0.4580
H -5.78697 -2.41604 -4.57128 0.2681
H -4.19396 0.11080 -4.59315 0.4990
H -4.08913 0.32373 -2.81558 0.3523
H -3.82167 -1.19971 -3.42309 0.2921
H -6.17085 1.46366 -3.27545 0.3755
H -6.70342 0.88673 -4.77512 0.5146
H -8.68199 1.49743 -3.72171 0.3677
H -8.76972 -0.11466 -3.95347 0.3224
H -9.24650 0.23391 -1.58975 0.5752
H -7.61644 1.08772 -1.48169 0.4374
H -7.88220 -0.01240 0.48478 0.3707
H -6.33012 -0.65851 0.33586 0.2158
H -7.61954 -1.73777 0.67866 0.3893
H -8.03420 -3.14432 -1.51599 0.3754
H -8.73132 -2.13458 -2.91934 0.3309
H -9.37418 -2.17244 -1.32413 0.4753
H -4.95569 -2.07689 -1.26347 0.2803
C -0.33785 -8.09541 -5.99458 -1.6926
C -0.21078 -6.59948 -5.66728 1.7582
C 1.06001 -6.16582 -6.42196 -1.9954
C -1.44341 -5.85816 -6.42966 -1.3488
C -2.73606 -6.02322 -5.69260 -0.7856
C -2.54683 -5.30659 -4.37445 -1.7999
C -1.51320 -6.03589 -3.51883 2.6151
C -1.26489 -5.15227 -2.25562 -2.6496
C -2.15635 -7.24017 -3.04007 -1.5422
N -0.21272 -6.27915 -4.23401 0.8919
O 0.84278 -6.92546 -3.52169 -0.4873
H -1.33042 -8.48269 -5.76451 0.2503
H -0.16082 -8.32973 -7.04427 0.4866
H 0.43465 -8.80790 -5.70530 0.3638
H 1.22556 -5.10142 -6.25540 0.6308
H 2.02783 -6.57629 -6.13395 -0.1956
H 0.90010 -6.08501 -7.49713 0.4303
H -1.11594 -4.82222 -6.51746 0.4290
H -1.44865 -6.17095 -7.47380 0.4542
H -3.62280 -5.57004 -6.13581 0.3771
H -3.06582 -7.05599 -5.57978 0.3773
H -3.47241 -5.00520 -3.88397 0.6616
H -2.06179 -4.36479 -4.63108 0.3782
H -2.00660 -4.59708 -1.68141 0.4269
H -0.59960 -4.33114 -2.52252 0.5404
H -0.74418 -5.68115 -1.45734 0.1338
H -1.64271 -7.48518 -2.11042 0.1719
H -2.18974 -8.10411 -3.70384 0.3291
H -3.17202 -7.03048 -2.70457 0.4022
H 1.44559 -6.18390 -3.43051 0.3017
```

(2)
DFT (wB97M-V/def2-TZVPD) results for a cluster of 2 separate species, C2H10N4S in total.

Output
* HOMO energy: -0.635 Eh
* max |F|: 3.7 eV/Å
* ΔE to the lowest compared entry with this formula, charge and spin: 2.108 eV
* Kohn-Sham gap: 8.386 eV
* net charge: +2

```
17
Properties=species:S:1:pos:R:3:nbo_charge:R:1
C -1.25694 -0.56687 0.25852 0.1526
C -1.24041 0.67873 2.16693 -0.4099
N 1.00682 0.12743 -1.71071 -0.6573
N -0.90590 -0.58355 1.43629 -0.2115
N 1.49629 0.91513 -2.78912 -0.5396
N -0.02106 -1.42862 2.07813 -0.5952
S -1.89994 -0.81952 -1.11166 0.4846
H -0.28225 1.04726 2.61472 0.2666
H -1.75071 1.24902 1.38011 0.2381
H -2.02936 0.44372 2.94758 0.2678
H 1.02969 -0.86392 -1.90043 0.3980
H 2.53130 0.91300 -3.06946 0.4520
H 1.21366 1.93115 -2.51284 0.4696
H 0.96611 0.67167 -3.70231 0.4704
H -0.29828 -1.72776 3.03290 0.4209
H 0.05831 -2.28931 1.65766 0.3876
H 1.38268 0.30244 -0.77632 0.4052
```

Number 1: M 1729.83 g mol⁻¹. Number 2: M 122.20 g mol⁻¹.